No. 1
Density functional theory data (ωB97M-V/def2-TZVPD) for a molecular structure, C29H49FN2O17Zr.

Geometry as XYZ:
```
99
Properties=species:S:1:pos:R:3:forces:R:3
Zr -5.237010 -37.458000 -33.433670 -5.1801 -0.9078 1.0057
C -5.961500 -35.006770 -33.410510 3.1985 -9.3333 -1.9815
O -6.590110 -35.917750 -32.855850 -13.7389 -4.2296 10.7452
O -4.850180 -35.293770 -33.013610 14.9645 6.3679 8.6846
O -5.859000 -35.584190 -34.495460 -2.6748 2.0277 -17.8333
C -6.441130 -39.676590 -33.704730 6.0185 7.4265 -0.0540
O -5.295180 -39.708350 -33.251310 13.3398 -9.1427 3.8675
O -6.236100 -38.941430 -34.701980 -2.0317 2.2734 -13.9259
O -6.851520 -38.861000 -32.922260 -14.0194 5.8320 10.6657
C -7.358290 -31.591500 -34.075350 0.6047 -0.5897 -0.4536
C -7.377190 -31.859190 -35.639930 -0.0012 -1.0488 0.2794
C -8.429670 -32.935900 -35.985500 -0.4170 -0.6737 -0.6572
C -9.923930 -32.587790 -35.800240 1.0880 0.6025 0.6280
C -10.190480 -31.355510 -36.653210 0.4022 -2.0749 -0.1618
C -9.193290 -30.230220 -36.320890 -2.8029 -0.8776 -2.4398
N -7.813570 -30.640660 -36.359360 0.2436 0.8046 3.0438
O -7.005410 -29.526280 -36.174660 0.0758 -1.9796 -0.2421
C -9.401500 -29.310110 -37.494330 -0.3010 2.4520 -0.4882
C -9.670320 -29.580520 -35.025020 1.0563 0.7021 0.2246
C -5.985420 -32.237690 -36.204250 -0.0268 0.5027 0.4126
H -6.649280 -32.303360 -33.652640 0.0208 -0.4376 -0.2264
H -8.317350 -31.838600 -33.620120 0.0603 0.4397 -0.0498
H -6.909790 -30.660120 -33.729690 -0.5185 0.3790 -0.3845
H -8.259940 -33.198550 -37.029670 -0.0890 0.1835 -0.3653
H -8.232000 -33.904340 -35.525980 0.4835 0.2884 0.6246
H -10.068520 -32.335490 -34.749740 -0.3627 -0.2882 0.1457
H -10.529420 -33.460750 -36.043990 -0.0617 0.2113 -0.0432
H -11.226870 -31.018170 -36.638600 0.2015 0.3370 0.4028
H -10.051240 -31.729420 -37.667560 0.1831 0.4031 -0.3410
H -10.427110 -28.942760 -37.458570 -0.1206 -0.2506 -0.0444
H -8.849610 -28.373090 -37.420030 0.2778 0.0842 0.1029
H -9.251610 -29.678140 -38.509320 0.1830 -0.5967 0.2899
H -8.962700 -28.769130 -34.854700 -0.2319 0.1554 0.5735
H -10.657290 -29.160090 -35.218010 0.1028 -0.1037 -0.0097
H -9.718710 -30.255300 -34.170370 0.0663 0.1171 -0.1881
H -5.566640 -33.211560 -35.950660 -0.6514 -0.1832 0.5824
H -5.300090 -31.498840 -35.788890 0.3156 0.0569 -0.5719
H -6.005210 -32.269430 -37.293610 0.0573 0.4831 -0.0357
H -6.899230 -29.205370 -37.073180 0.1758 0.7876 -0.5152
C -6.522640 -29.701470 -27.968770 -0.2219 0.0632 1.2758
C -6.905160 -30.203260 -29.371400 -0.5693 3.0412 0.3189
C -5.558820 -30.250760 -30.173680 -0.5496 -2.2271 1.4326
C -4.892700 -31.594020 -29.882840 -0.2524 -0.6146 -2.4654
C -5.819110 -32.758240 -30.351630 0.8435 0.3459 1.4698
C -7.115800 -32.792880 -29.505490 0.0838 -0.2229 0.0664
N -7.655730 -31.450110 -29.271840 0.4292 -0.1740 -1.8448
O -8.898960 -31.439600 -28.596720 0.8265 0.3424 -0.8184
C -8.142670 -33.610210 -30.334460 -1.0694 0.0465 0.7815
C -6.725430 -33.384250 -28.159960 0.4404 -0.8008 0.6055
C -7.794780 -29.036880 -30.084480 0.3789 -1.6275 1.5665
H -5.809090 -30.339230 -27.447040 0.3523 -0.2595 -0.3663
H -7.339960 -29.683000 -27.247830 -0.5967 -0.1311 -0.2973
H -6.138470 -28.686500 -27.867020 0.1833 0.0775 -0.6648
H -5.752740 -30.255440 -31.246280 0.1462 0.4398 -0.0463
H -4.776610 -29.568180 -29.841520 -0.8604 0.9838 -0.2341
H -4.486170 -31.818000 -28.896610 -0.5913 0.4347 0.2844
H -3.994320 -31.576290 -30.499840 0.2423 -0.3282 -0.2163
H -5.163660 -33.604200 -30.144660 -0.6504 -0.7301 0.1681
H -6.108880 -32.932440 -31.387870 0.3575 1.0376 -0.4235
H -9.070510 -33.819910 -29.802260 0.0327 0.1827 0.5157
H -8.509970 -32.979420 -31.143960 0.3853 0.0216 -0.3258
H -7.866880 -34.599480 -30.699670 0.7686 0.1471 -0.0836
H -5.894460 -32.879010 -27.667690 0.1604 0.5215 -0.4117
H -7.473980 -33.378730 -27.367660 -0.4692 -0.3600 -0.3883
H -6.320670 -34.381920 -28.330030 -0.4668 -0.3980 0.2042
H -8.763620 -28.911440 -29.601050 -0.0345 -0.3290 0.1734
H -8.000710 -29.357390 -31.105740 0.3299 0.4585 -0.1966
H -7.285860 -28.089940 -29.904460 0.2012 -0.0190 -0.7663
H -8.713650 -31.520920 -27.658290 0.1670 0.0103 0.4532
C -3.643520 -37.560700 -27.916510 1.7051 -0.0683 1.1006
C -3.810250 -36.080470 -28.142140 0.0926 -0.3177 0.7951
O -3.946350 -36.071800 -29.560320 -0.7364 2.5672 -1.1122
C -4.205390 -37.250520 -30.053150 0.4126 -0.4549 0.3316
O -4.508280 -37.524130 -31.198880 0.0552 0.1393 -0.7229
O -4.001380 -38.139480 -29.123570 -1.3833 -2.2077 -1.4338
H -4.224560 -38.015450 -27.114200 0.2663 0.1603 -0.0326
H -2.568140 -37.731170 -27.865360 -0.0488 -0.4988 0.8119
H -2.915760 -35.522070 -27.866130 -0.1846 0.0447 -0.1684
H -4.661420 -35.712330 -27.569370 -0.2631 0.4354 -0.7431
C -9.800280 -36.992620 -32.736880 1.7705 -1.0887 1.6758
C -10.051550 -35.827760 -33.599970 0.2632 0.1355 -1.4025
O -10.918820 -35.005530 -32.840500 -0.3832 1.1340 -0.5974
C -11.281480 -35.651310 -31.713350 -3.1909 1.2105 1.1027
O -12.180110 -35.355660 -30.947130 1.6337 0.4817 -1.3514
O -10.608320 -36.731290 -31.608010 0.8754 -2.8129 1.1807
H -8.773940 -36.964630 -32.370890 0.0802 -0.2676 -0.1613
H -9.981730 -38.006780 -33.092760 -0.3183 0.2915 -0.2776
H -10.484520 -36.182540 -34.535260 -0.4225 0.6080 -0.1356
H -9.105870 -35.328120 -33.810140 -0.1511 0.3032 -0.0273
C -2.387710 -33.441780 -32.919320 0.1278 0.2325 1.2039
C -3.303920 -32.498740 -33.695810 0.8487 -1.9001 -0.3690
O -2.889810 -32.730540 -35.015010 0.5343 -0.2533 -0.6902
C -1.678600 -33.433120 -35.032560 2.2210 0.0055 -2.9663
O -0.920620 -33.609160 -35.979710 -2.8826 0.8199 1.8703
O -1.375520 -33.882470 -33.838390 -1.1164 0.0318 1.3000
F -3.029370 -31.238720 -33.343740 0.0271 1.4407 0.1223
H -2.909640 -34.275240 -32.449180 0.1053 0.0226 -0.3127
H -1.900790 -32.822460 -32.166030 0.0917 -0.2141 0.1398
H -4.375420 -32.659470 -33.576790 0.0837 -0.1125 -0.1635
```
Forces are in eV/Å.

Summary:
2S+1: 2
Orbital gap (alpha / beta) in eV: 5.40 / 3.25
Charge: +1
E_tot in hartree: -2669.01278


No. 2
Density functional theory data (ωB97M-V/def2-TZVPD) for a molecular structure, C27H41Cl2N4O4Ti.

Geometry as XYZ:
```
79
Properties=species:S:1:pos:R:3:forces:R:3
O -2.380061 -0.237725 -0.914194 1.4436 0.5081 2.0526
C -2.807181 -0.189682 -2.132246 -0.0366 0.0514 -1.1088
C -3.394555 -1.587430 -2.508072 0.3791 0.8349 -0.8080
C -2.913768 -2.752663 -1.910913 -0.1056 -0.3907 -0.1888
H -2.095532 -2.687684 -1.192819 -0.2176 0.1742 -0.2124
C -3.457472 -3.995402 -2.262087 -0.2809 0.3946 -0.0048
H -3.048139 -4.904751 -1.819195 -0.1241 0.1775 -0.0996
C -4.528964 -4.071059 -3.164379 0.2975 0.2260 -0.3371
H -4.929101 -5.050357 -3.464214 0.0791 0.4978 0.1986
C -5.000333 -2.890700 -3.765428 0.0638 -0.0334 0.2069
H -5.805872 -2.931711 -4.500175 0.1250 -0.0690 0.1660
C -4.433486 -1.652344 -3.433661 0.0553 -0.7184 -0.0290
H -4.766032 -0.721214 -3.902440 -0.0109 -0.3226 0.0882
H -3.667804 0.515449 -2.186075 -0.2772 0.2553 -0.8681
C -2.063117 1.845483 -3.802555 0.3168 0.4419 -0.4697
C -1.693080 0.487597 -3.277131 -3.9980 -1.3132 -0.5923
H -2.473172 1.786807 -4.825423 -0.1915 0.0532 0.2722
H -1.158690 2.466197 -3.896800 -0.2988 0.1071 0.0278
H -2.772304 2.358857 -3.145618 0.0020 -0.0427 -0.0835
C -0.984989 -0.382264 -4.072186 -0.9616 -0.1106 -0.1195
C -0.468177 -0.145246 -5.446214 0.3300 -0.1402 -0.4338
H -1.007486 -1.431505 -3.777466 -0.0472 0.2832 -0.2311
H -1.172320 -0.541573 -6.183248 -0.2705 0.0542 -0.0962
H 0.424420 -0.764089 -5.568601 0.2324 0.2587 -0.1550
H -0.235710 0.895491 -5.704504 -0.0539 -0.3116 0.1952
Ti 0.114282 0.566552 -2.344877 0.5021 -2.1837 2.4908
Cl 0.574418 -1.712178 -2.015601 0.5910 -1.2491 0.1947
Cl 1.445193 1.749225 -3.695737 1.5598 1.1337 -1.1876
C 2.742000 0.141853 -1.062194 -2.7283 0.9432 -0.0470
O 1.606122 0.663324 -0.849473 3.3510 -0.4905 0.4563
N 3.863794 0.581721 -0.504226 0.7012 0.2680 0.2069
C 3.908695 1.763252 0.348880 0.0477 -0.2452 -0.0796
C 5.147502 0.071790 -0.962068 -0.2923 -0.0158 0.0861
H 2.838594 -0.724619 -1.740670 -0.0388 0.3328 0.2420
H 2.903743 2.042394 0.669695 0.1367 -0.1250 -0.1640
H 4.382891 2.595246 -0.182964 -0.1526 -0.0141 -0.0258
H 4.529186 1.529990 1.216786 -0.0789 0.0512 0.0939
H 4.976906 -0.829731 -1.558083 0.1199 0.1755 0.1219
H 5.773045 -0.165616 -0.099121 0.0411 -0.0826 -0.0483
H 5.667197 0.818664 -1.573814 -0.0728 -0.0783 0.0282
H 0.000004 5.288592 0.177258 0.0290 -0.2206 -0.0600
H -2.250201 5.097640 1.343747 -0.0682 -0.2105 -0.0630
C -0.495739 4.830397 -0.687814 -0.2241 0.0769 0.0136
C -2.631748 4.508766 0.498925 0.1189 -0.0626 -0.0268
N -1.526939 3.902073 -0.229756 0.1120 0.5443 0.1404
H 0.231195 4.325649 -1.324523 -0.1680 -0.0662 0.1069
C -1.483307 2.592945 -0.469365 1.8293 -1.6278 -1.8475
O -0.593504 2.052468 -1.199061 -2.2899 2.6510 2.2332
H -3.308803 3.729349 0.861446 0.1397 0.1764 -0.0548
H -2.269283 1.971620 -0.024535 0.0585 -0.1003 -0.1993
H -0.971257 5.652990 -1.234429 0.0533 -0.1889 -0.1077
H -3.185029 5.199420 -0.154130 0.0754 -0.2276 0.0798
C 4.700585 -0.693647 4.433257 0.1376 -0.0373 -0.0203
C 3.649513 -1.695510 4.872145 -0.5160 0.0966 0.1782
N 2.402090 -1.566041 4.101135 0.0671 0.4313 0.6506
C 1.685714 -2.813537 3.785948 0.0727 0.1884 -0.6930
C 0.501887 -3.138317 4.676131 -0.1248 -0.1199 0.2148
C 1.699999 -0.391546 4.306655 -0.2951 0.1830 -0.0639
O 2.059571 0.489357 5.083451 0.0502 -0.5434 -0.2034
C 0.464924 -0.219123 3.469166 0.3443 0.2205 -0.2351
C -0.749642 0.179203 4.043826 0.0476 -0.2097 -0.0950
C -1.876049 0.252719 3.228175 0.3984 0.0392 -0.3291
C -1.705695 0.003343 1.854316 -0.2364 -0.0709 0.7194
N -0.533464 -0.299152 1.322328 0.4711 0.2629 -0.7194
C 0.549456 -0.383608 2.073781 -0.8215 -0.1344 1.1099
H 4.916850 -0.811599 3.365757 -0.0012 0.0557 0.1389
H 5.616078 -0.876122 5.003277 0.0084 0.0909 -0.0984
H 4.354527 0.323567 4.631751 0.1236 -0.1829 -0.0922
H 3.997165 -2.723092 4.724363 0.0425 0.2242 0.1071
H 3.425373 -1.536764 5.941645 0.1491 -0.1535 -0.2257
H 1.354439 -2.761537 2.743286 0.0275 -0.1550 0.1409
H 2.429497 -3.611950 3.846773 -0.1062 0.0898 -0.0567
H -0.345125 -2.476461 4.478818 0.1459 -0.0836 0.0655
H 0.176792 -4.162953 4.476777 -0.0107 0.0657 0.0187
H 0.768747 -3.068715 5.735069 -0.0214 0.0128 -0.0546
H -0.790131 0.395139 5.116339 0.0022 -0.1594 -0.3563
H -2.871788 0.485838 3.605616 0.3234 0.0431 0.0368
H -2.534162 0.041840 1.149898 0.0767 -0.1658 -0.1243
H 1.496818 -0.603594 1.581662 -0.1577 -0.0179 0.0337
```
Forces are in eV/Å.

Summary:
2S+1: 3
Orbital gap (alpha / beta) in eV: 4.75 / 5.85
Charge: -1
E_tot in hartree: -3343.35824


No. 3
Density functional theory data (ωB97M-V/def2-TZVPD) for 2 unconnected molecules or ions with the total composition C6H17N2.

Geometry as XYZ:
```
25
Properties=species:S:1:pos:R:3:forces:R:3
C -0.647416 2.097334 0.657454 0.0486 0.1225 0.1111
C 0.484671 1.100700 0.559799 0.0547 -0.0831 0.1418
N 1.732399 1.651255 1.216966 -0.1906 0.3387 0.0569
C 2.820279 0.654336 1.421456 0.0236 -0.0279 -0.0453
H -0.301200 3.126028 0.526320 -0.0080 -0.0363 -0.2094
H -1.383430 1.868414 -0.105913 -0.0582 -0.0062 -0.0473
H -1.139816 2.049752 1.624043 -0.0597 -0.0470 0.1419
H 0.266142 0.167515 1.073776 -0.0710 -0.0085 -0.0486
H 0.738242 0.862054 -0.465840 0.1298 0.0079 -0.0673
H 1.462720 2.082294 2.106879 0.0743 -0.1950 -0.0230
H 2.065140 2.431553 0.645295 0.0762 -0.0950 0.0307
H 2.427163 -0.172851 2.005471 -0.0142 0.0359 0.0306
H 3.648530 1.124801 1.942382 0.0175 0.0110 -0.0009
H 3.143767 0.292567 0.449586 -0.0092 0.0120 -0.0129
C -2.363481 -2.493835 -0.332536 -0.0415 0.0666 -0.1475
C -1.004117 -2.107539 -0.890064 -0.0108 0.2001 -0.0152
C -0.699433 -0.499943 -2.541085 -0.1680 0.0582 0.0590
N -1.002209 -0.714144 -1.337011 0.0835 -0.1492 0.1315
H -2.313302 -3.479966 0.120821 -0.0508 -0.0723 0.0550
H -2.706420 -1.774188 0.408449 0.0794 0.0113 0.1145
H -3.113098 -2.514809 -1.122875 0.0177 -0.0398 -0.0453
H -0.711805 -2.772145 -1.707356 0.0034 -0.1263 -0.0327
H -0.244046 -2.201123 -0.109722 0.0022 0.0081 0.0596
H -0.444243 -1.300199 -3.237708 -0.0005 -0.0213 -0.1170
H -0.715037 0.522138 -2.908585 0.0715 0.0358 -0.1203
```
Forces are in eV/Å.

Summary:
2S+1: 1
Orbital gap in eV: 9.68
Charge: +1
E_tot in hartree: -348.04731